The following is a DFT calculation (the ωB97M-V functional and the def2-TZVPD basis) of a structure of composition C34H53BIN6PdS.

Structure (ORCA input):
```
! RIJCOSX wB97M-V def2-TZVPD def2/J DEFGRID3
* xyz -1 1
Pd 1.20880 0.64209 0.68073
C 2.98504 -3.04713 1.84920
C 2.96858 -3.44152 0.37346
C 3.97554 -2.62007 -0.43853
C 1.59795 -3.28748 -0.22118
C 0.90122 -4.16204 -1.06963
C -0.25749 -3.49862 -1.42001
C -1.22511 -4.08005 -2.42903
C -2.72504 -3.99145 -2.16283
C -0.88389 -3.57041 -3.83395
N -0.23051 -2.29366 -0.78615
N 0.91313 -2.17075 -0.06366
B -1.13137 -1.04748 -0.88171
N -1.51806 -0.44480 0.54022
N -0.99169 0.78807 0.82889
C -1.65765 1.28388 1.86500
C -2.60288 0.34920 2.29727
C -2.48591 -0.72958 1.43778
C -3.31825 -1.97951 1.51490
C -2.46870 -3.24814 1.58805
C -4.39296 -2.03007 0.42630
C -1.46766 2.69297 2.35883
C -2.82471 3.40839 2.36657
C -0.46348 3.49409 1.53951
N -0.45448 0.10390 -1.68297
N 0.82507 0.52447 -1.43559
C 1.08517 1.51777 -2.27621
C -0.03491 1.76698 -3.07390
C -1.00056 0.87380 -2.64899
C -2.42799 0.87591 -3.13699
C -3.44806 1.05654 -2.00582
C -2.78223 -0.29260 -4.05710
C 2.39928 2.24797 -2.29197
C 3.59080 1.28904 -2.27486
C 2.47995 3.27561 -1.15815
H 3.99176 -3.12279 2.26452
H 2.31706 -3.68560 2.43123
H 2.63971 -2.02102 1.96550
H 3.24097 -4.49852 0.28919
H 3.63291 -1.59058 -0.52859
H 4.07535 -3.02063 -1.44963
H 4.96091 -2.62089 0.03203
H 1.19651 -5.14765 -1.39691
H -0.98667 -5.14770 -2.41096
H -3.10575 -2.97684 -2.24668
H -2.98096 -4.36895 -1.17385
H -3.25074 -4.60276 -2.90122
H -1.04855 -2.49398 -3.90953
H -1.50441 -4.06536 -4.58628
H 0.16513 -3.76004 -4.06372
H -2.12803 -1.33734 -1.46781
H -3.30392 0.43548 3.11271
H -3.84281 -1.89180 2.47100
H -1.85117 -3.37749 0.70381
H -3.11040 -4.12674 1.69697
H -1.79685 -3.20511 2.44690
H -3.95223 -2.00229 -0.56768
H -5.06883 -1.17789 0.52024
H -4.98006 -2.94808 0.51093
H -1.11410 2.64785 3.39289
H -3.21845 3.47875 1.34924
H -2.71900 4.42051 2.76355
H -3.55913 2.87739 2.97409
H -0.76282 3.53163 0.48923
H 0.53382 3.06301 1.57978
H -0.40419 4.51456 1.92465
H -0.13592 2.51197 -3.84730
H -2.47581 1.77864 -3.75247
H -3.68375 0.11051 -1.52051
H -4.37728 1.47301 -2.40227
H -3.06530 1.73318 -1.23875
H -2.67079 -1.24421 -3.54262
H -2.13572 -0.30451 -4.93651
H -3.81886 -0.20890 -4.39391
H 2.41846 2.78824 -3.24389
H 3.63870 0.71933 -1.34697
H 4.52512 1.84575 -2.36460
H 3.52617 0.57703 -3.10087
H 2.46200 2.76949 -0.19132
H 1.63439 3.96652 -1.19300
H 3.40784 3.84752 -1.21947
I 6.61250 2.23282 1.47184
C 3.17636 0.70586 1.09479
H 3.77174 1.59787 0.96866
H 3.80399 -0.16429 0.91564
S 2.40238 0.60770 2.66122
C 2.36032 2.25769 3.34993
C 3.25627 3.25618 3.00399
C 3.13869 4.50252 3.60556
C 2.15254 4.74494 4.55089
C 1.27888 3.72769 4.91322
C 1.38539 2.48116 4.31561
H 4.07202 3.07163 2.31105
H 3.84548 5.27672 3.33469
H 2.07237 5.71980 5.01610
H 0.51402 3.90278 5.66019
H 0.70580 1.68092 4.58802
*
```

The calculation puts the total energy at -2504.737327 Eh. The value obtained for the orbital gap is 6.5 eV. For the relative energy (zero: lowest compared OMol25 entry of this formula, charge and spin), the calculation gives 0.0 kcal/mol.

---

The following is a DFT calculation (the ωB97M-V functional and the def2-TZVPD basis) of a cluster of 22 separate species, C60H164O22 in total.

Structure (ORCA input):
```
! RIJCOSX wB97M-V def2-TZVPD def2/J DEFGRID3
* xyz 0 1
C 7.67116 1.06209 0.36161
C 8.33407 1.23976 -0.97691
C 8.68423 -0.01198 -1.73397
O 7.41695 1.93272 -1.85826
H 6.73001 0.57470 0.12295
H 7.36108 2.03391 0.85524
H 8.23358 0.52606 1.17023
H 9.20108 1.85666 -0.93029
H 7.82277 -0.64117 -1.93480
H 9.37565 -0.59311 -1.12829
H 9.12214 0.18930 -2.71214
H 7.05752 2.68317 -1.39710
C -1.97849 -1.69095 6.74491
C -3.11209 -0.76743 6.39670
C -3.35057 0.22501 7.51066
O -2.83990 -0.04430 5.17401
H -1.90712 -2.49033 6.01389
H -2.20938 -2.09575 7.71345
H -1.09952 -1.12899 6.72343
H -4.00384 -1.37764 6.19282
H -3.85963 1.06470 7.03782
H -2.39165 0.64180 7.75169
H -3.86683 -0.09886 8.37420
H -2.88211 -0.73558 4.46930
C 4.97944 -3.85737 -1.25188
C 4.27775 -4.69149 -2.38487
C 5.23619 -4.92610 -3.55361
O 3.88262 -5.98234 -1.88911
H 5.79245 -4.44100 -0.82136
H 4.20932 -3.66169 -0.56220
H 5.37186 -2.87620 -1.69799
H 3.45149 -4.14554 -2.82166
H 6.22932 -5.36319 -3.23379
H 5.47880 -4.00240 -4.06346
H 4.87343 -5.63863 -4.25101
H 3.07501 -5.78075 -1.33690
C 5.52961 -3.48904 3.04894
C 4.33450 -4.44952 2.91225
C 4.68681 -5.71016 2.15128
O 3.79146 -4.82283 4.17063
H 5.20885 -2.62709 3.61388
H 5.92104 -3.11814 2.09041
H 6.42226 -3.97412 3.56417
H 3.49383 -3.92240 2.42336
H 4.14049 -6.55566 2.61528
H 5.76692 -5.85871 2.33413
H 4.38518 -5.80001 1.09163
H 3.74391 -4.10118 4.74475
C 3.44611 0.29150 -1.84077
C 4.08503 0.36519 -3.17872
C 4.07009 1.76264 -3.69472
O 5.44219 -0.10152 -3.18215
H 3.74306 -0.60332 -1.22360
H 2.37495 0.29736 -1.87206
H 3.80468 1.14243 -1.26467
H 3.59389 -0.32106 -3.84137
H 4.84420 2.27099 -3.12912
H 3.18093 2.32246 -3.42543
H 4.39126 1.91235 -4.73091
H 5.99047 0.57509 -2.76394
C -2.38536 -2.01644 -3.18535
C -3.53223 -1.46619 -3.97251
C -4.00900 -2.39623 -5.08122
O -4.59859 -1.00532 -3.09870
H -1.61834 -2.39634 -3.84705
H -2.75273 -2.88831 -2.64538
H -1.96855 -1.35974 -2.45575
H -3.18636 -0.56570 -4.51866
H -5.02657 -2.04051 -5.43663
H -4.19497 -3.34103 -4.62125
H -3.31678 -2.39045 -5.92984
H -5.23765 -0.48687 -3.59591
C -2.30215 2.56518 3.49036
C -1.32743 2.89996 4.57228
C 0.00759 1.97855 4.66507
O -0.84176 4.26901 4.23776
H -1.91071 2.80004 2.50767
H -3.21659 3.13406 3.64404
H -2.50703 1.49863 3.63028
H -1.80387 3.06615 5.56111
H 0.59655 2.11660 3.76165
H -0.20924 0.89602 4.79613
H 0.64656 2.29031 5.52611
H -0.14116 4.45689 4.89043
C 5.52381 1.21083 6.68031
C 4.31835 1.23721 5.75711
C 4.65963 0.80441 4.40794
O 3.29489 0.38071 6.29138
H 6.23055 1.95331 6.30220
H 6.06748 0.25993 6.57785
H 5.41914 1.41596 7.74258
H 3.83741 2.20448 5.74660
H 5.33329 1.49876 3.93382
H 3.77290 0.92159 3.79449
H 4.91513 -0.19987 4.20426
H 3.18337 0.64711 7.19307
C -5.87987 -3.40298 4.61008
C -7.26820 -2.88042 4.26988
C -7.12272 -1.43360 3.76472
O -7.87040 -3.63132 3.22590
H -5.33250 -2.65514 5.23333
H -5.27080 -3.57805 3.67811
H -6.01333 -4.31423 5.15539
H -7.86450 -2.98058 5.09721
H -6.67145 -1.56963 2.78926
H -6.42739 -0.85110 4.36532
H -8.10141 -0.89083 3.64103
H -7.79665 -4.52604 3.47153
C 0.86089 -3.89443 1.32919
C 0.31746 -4.73504 0.20609
C 0.17621 -3.85926 -1.05106
O 1.31785 -5.72897 -0.15990
H 0.02511 -3.18461 1.51291
H 1.81416 -3.39624 1.01993
H 1.07751 -4.47314 2.28575
H -0.58033 -5.25382 0.54784
H -0.64645 -3.19906 -0.90954
H -0.06467 -4.46293 -1.95582
H 1.14824 -3.33605 -1.29427
H 1.47323 -6.24327 0.63058
C 1.35256 -1.70724 4.03168
C 1.67359 -2.23337 5.41136
C 0.99288 -3.54933 5.64741
O 3.08299 -2.45899 5.55048
H 1.55259 -0.59255 3.94875
H 0.26375 -1.88816 3.96908
H 1.85943 -2.28214 3.21252
H 1.33942 -1.51319 6.14214
H -0.05928 -3.41627 5.45873
H 1.09707 -3.98519 6.63025
H 1.40305 -4.17914 4.90392
H 3.48514 -1.57191 5.63472
C 0.83090 7.34862 -3.78262
C 1.81228 6.36856 -3.14454
C 3.31082 6.56860 -3.60484
O 1.75380 6.51880 -1.72108
H 1.02549 8.37419 -3.38616
H -0.22970 7.11768 -3.61593
H 0.97000 7.29884 -4.87305
H 1.52868 5.32215 -3.24017
H 3.82873 5.70945 -3.16241
H 3.52023 7.48057 -3.02904
H 3.34679 6.63298 -4.66858
H 2.19196 5.78499 -1.22986
C -1.18025 4.49010 -1.44993
C -1.78015 5.78453 -1.01606
C -3.04772 5.49862 -0.24953
O -0.85915 6.50710 -0.06699
H -1.83515 4.01266 -2.08741
H -1.04412 3.86914 -0.60481
H -0.25660 4.65344 -2.03272
H -1.97152 6.46463 -1.85617
H -3.70260 4.81828 -0.80861
H -3.58641 6.34362 0.06082
H -2.75826 4.85654 0.65057
H -0.09903 6.75166 -0.60991
C -6.41878 -0.10061 -0.37534
C -5.23267 0.91558 -0.12190
C -4.92190 1.22338 1.32574
O -3.98680 0.35216 -0.62631
H -7.32757 0.53774 -0.28112
H -6.31121 -0.86098 0.39741
H -6.32052 -0.58466 -1.36675
H -5.44198 1.88449 -0.58148
H -4.97136 0.31166 1.96630
H -5.62014 1.90310 1.78190
H -3.92609 1.56924 1.26104
H -4.06188 -0.02491 -1.53927
C 1.84760 -3.07802 -7.52582
C 0.44843 -3.37377 -6.88434
C 0.32728 -4.72142 -6.16906
O 0.03853 -2.29547 -6.04168
H 2.00089 -3.73914 -8.33110
H 2.70294 -3.24841 -6.82474
H 2.00934 -2.06348 -7.92148
H -0.34732 -3.27531 -7.70729
H 1.02889 -4.77627 -5.34713
H 0.57735 -5.58125 -6.80675
H -0.61564 -4.89779 -5.74844
H 0.65127 -2.34887 -5.25473
C 4.32045 3.69968 1.15284
C 3.31201 4.86540 1.13781
C 3.97917 6.15642 0.69882
O 2.33898 4.47517 0.14448
H 5.14458 3.80383 1.81353
H 4.78241 3.52913 0.16568
H 3.77191 2.80483 1.45108
H 2.73283 4.95150 2.05739
H 4.89235 6.32235 1.21216
H 3.31278 6.96391 0.83935
H 4.25184 5.98042 -0.33839
H 1.52535 4.33090 0.70854
C -5.58204 1.99291 -5.62752
C -6.75751 1.90910 -4.65344
C -8.09395 2.26776 -5.28817
O -6.80995 0.55086 -4.22866
H -4.66955 1.88088 -5.02253
H -5.59203 2.93861 -6.16146
H -5.62736 1.08605 -6.28096
H -6.50883 2.56028 -3.77091
H -7.98072 3.11902 -5.94566
H -8.92355 2.47241 -4.57467
H -8.32288 1.46206 -5.92787
H -7.71203 0.43933 -3.96293
C 0.77341 0.47527 1.04643
C -0.38685 0.72713 0.20726
C -0.14685 1.07312 -1.25451
O -1.22754 -0.44911 0.25468
H 0.35392 0.10956 2.00800
H 1.28217 1.39292 1.34984
H 1.53116 -0.30060 0.76039
H -0.95348 1.48600 0.69723
H 0.24120 0.13998 -1.69804
H 0.55359 1.91869 -1.41569
H -1.10214 1.30440 -1.67262
H -2.13529 -0.15363 -0.04326
C -6.10033 -3.71460 -1.21382
C -5.62710 -3.50572 0.26478
C -5.51115 -4.83797 0.93068
O -4.44247 -2.76620 0.49700
H -7.19483 -3.86630 -1.17156
H -5.55478 -4.62973 -1.46354
H -5.80221 -3.00868 -1.99322
H -6.48329 -2.96997 0.77554
H -4.61922 -5.35420 0.44852
H -6.40502 -5.44357 0.70338
H -5.38073 -4.88510 2.01914
H -4.61879 -1.87645 0.14432
C -1.36156 3.44066 -5.34401
C -0.12866 2.75289 -4.80519
C -0.32929 1.20315 -4.86181
O 0.96027 3.24672 -5.56130
H -2.20229 3.10555 -4.64654
H -1.59436 3.05598 -6.27142
H -1.38920 4.54891 -5.33255
H 0.03703 3.02801 -3.73309
H 0.54416 0.79210 -4.32353
H -0.42143 0.88352 -5.88631
H -1.13813 0.91313 -4.21819
H 1.79227 2.99640 -5.09088
O -2.21400 -1.58045 2.68317
H -1.57915 -1.10667 2.03032
H -2.64985 -2.05388 1.96074
O -0.05174 4.55755 1.72462
H -0.38192 4.60005 2.62996
H -0.43877 5.31878 1.30060
*
```

The calculation puts the total energy at -4039.581452 Eh. The value obtained for the orbital gap is 9.7 eV. For the relative energy (zero: lowest compared OMol25 entry of this formula, charge and spin), the calculation gives 0.2 kcal/mol.